No. 1
DFT (ωB97M-V/def2-TZVPD) results for 5 unconnected molecules or ions with the total composition C20H25N5.

Computed properties:
Highest occupied orbital energy ... -8.198 eV
LUMO ... 0.7 eV
ΔE to the lowest compared entry with this formula, charge and spin ... 1.638 eV
Gap between HOMO and LUMO ... 8.8678 eV
Structure (SMILES) ... c1cc[nH]c1.c1cc[nH]c1.c1cc[nH]c1.c1cc[nH]c1.c1cc[nH]c1

```
! wB97M-V def2-TZVPD RIJCOSX def2/J DEFGRID3
* xyz 0 1
H 2.988 2.066 2.119
C 3.701 1.009 3.792
H 0.828 -0.342 0.755
C -0.305 1.436 0.816
H 4.507 0.520 3.271
H 0.561 1.476 -7.996
H -0.159 4.062 -7.626
C 0.181 1.330 -5.789
C 0.967 -3.013 1.028
C 2.098 -2.489 0.461
H 1.601 2.106 6.068
H 0.120 1.827 1.725
H -2.086 1.068 -1.915
H 0.249 -3.716 0.645
H -3.847 -4.998 0.113
C -1.259 1.923 -0.043
H 0.455 0.317 -5.550
H 1.917 -0.999 3.413
H -4.685 -0.973 1.412
C 1.858 -1.584 2.510
C -3.774 -3.933 0.259
C -4.280 -1.858 0.952
C -4.707 -3.157 1.009
H -5.577 -3.573 1.488
C 0.315 1.954 -7.062
C -1.439 0.949 -1.060
N 0.824 -2.440 2.263
C -0.570 -0.082 -0.797
H 0.104 -2.702 2.914
C 1.969 2.425 3.941
C 3.267 0.979 5.086
H -1.911 -3.257 -0.768
C 2.163 1.876 5.178
H 1.195 3.072 3.564
N -0.438 3.438 -5.606
H -2.539 -1.011 0.143
H -0.710 4.320 -5.212
N -3.146 -1.814 0.187
H 3.528 -0.955 1.255
H -0.392 -1.010 -1.312
H 2.469 -2.719 -0.524
H -1.714 2.899 0.012
H -0.450 2.214 -3.857
N 2.907 1.889 3.105
H 3.650 0.391 5.902
C 2.662 -1.579 1.402
C -0.275 2.278 -4.919
C -2.813 -3.082 -0.207
N 0.069 0.203 0.371
C -0.076 3.256 -6.918
*
```

=====

No. 2
DFT (ωB97M-V/def2-TZVPD) results for a single C20H25N5O2S molecule at a distorted geometry.

Computed properties:
Highest occupied orbital energy ... -7.585 eV
LUMO ... 0.6 eV
ΔE to the lowest compared entry with this formula, charge and spin ... 0.023 eV
Gap between HOMO and LUMO ... 8.1901 eV
Structure (SMILES) ... Cc1ccc(CNC(=O)C2CCN(c3nnc(N4CCCC4=O)s3)CC2)cc1

```
! wB97M-V def2-TZVPD RIJCOSX def2/J DEFGRID3
* xyz 0 1
C 4.242 1.155 0.966
H -6.997 2.786 0.829
H -8.380 0.562 -0.119
C 2.884 -2.098 0.419
H 1.502 0.083 -0.330
N 3.741 -1.678 1.380
C 0.555 -0.141 0.172
C 5.095 0.174 0.482
H 1.122 -3.882 -0.548
C 4.258 2.432 0.432
H 6.637 -0.250 -0.937
C -6.376 -0.175 -0.580
H 6.680 2.020 -1.868
H -7.445 1.597 -1.204
C 5.160 4.142 -1.179
C 0.598 -3.017 -0.142
O -4.395 2.048 1.286
O 3.235 -2.277 -0.727
H 3.578 3.178 0.819
C 5.971 0.503 -0.544
N -5.136 0.382 -0.079
C 1.465 -2.352 0.934
H 3.551 0.929 1.765
C 0.285 -2.047 -1.284
H -7.133 1.323 1.808
H -6.263 -0.443 -1.631
H 4.438 4.790 -0.689
C 5.133 2.765 -0.592
H -0.150 -1.263 1.864
N -0.298 -0.822 -0.771
H 1.427 -0.510 2.113
H 0.088 0.798 0.475
H 3.398 -1.494 2.307
H 4.927 4.104 -2.243
N -3.744 -1.185 -1.127
H 6.151 4.581 -1.073
H -0.424 -2.494 -1.979
H 5.475 -1.918 0.296
S -2.438 0.565 0.242
C -7.386 0.949 -0.330
C -5.300 1.455 0.745
C 0.808 -1.039 1.386
C 5.992 1.781 -1.069
C 5.076 -1.229 1.045
H 1.208 -1.790 -1.807
C -6.789 1.718 0.849
H 1.548 -3.026 1.795
C -1.636 -0.734 -0.677
C -3.917 -0.154 -0.382
H 5.695 -1.287 1.945
H -0.338 -3.354 0.308
N -2.464 -1.518 -1.291
H -6.623 -1.083 -0.018
*
```

=====

No. 3
DFT (ωB97M-V/def2-TZVPD) results for 2 unconnected molecules or ions with the total composition C20H25NO5S2 at a distorted geometry.

Computed properties:
Highest occupied orbital energy ... -7.477 eV
LUMO ... -0.3 eV
ΔE to the lowest compared entry with this formula, charge and spin ... 0.876 eV
Gap between HOMO and LUMO ... 7.1799 eV
Structure (SMILES) ... C=C(S(=O)(=O)c1ccccc1)S(=O)(=O)c1ccccc1.COC[C@@H]1CCCN1

```
! wB97M-V def2-TZVPD RIJCOSX def2/J DEFGRID3
* xyz 0 1
C -4.962 0.949 1.336
H 2.963 3.294 -0.915
O -0.865 0.765 0.119
C 2.408 -0.105 -2.846
C 0.001 -2.502 2.112
H 0.980 -2.080 -1.836
H 4.395 0.675 -0.954
C -0.067 -2.061 -2.113
C -0.133 -3.094 3.372
C -1.410 -0.656 2.817
H 2.243 2.053 2.613
H -5.525 1.512 2.086
H 0.423 -4.008 3.595
C 2.527 2.719 1.785
C -0.693 -1.328 1.818
H -2.939 1.445 -1.358
C 3.445 0.621 -3.714
O 2.545 1.929 0.602
C 3.602 1.310 -1.408
H -5.488 -0.999 2.141
S -2.669 -1.277 -1.926
C -1.529 -1.245 4.086
H 3.747 2.694 -3.055
H -4.234 -2.258 0.370
C -4.972 -0.452 1.347
O -2.564 -0.297 -2.989
H -1.868 0.312 2.605
C -3.538 0.928 -0.613
H 4.209 -0.087 -4.037
C -4.284 -1.169 0.363
C -4.226 1.635 0.365
H -2.051 -0.723 4.893
H 4.391 2.703 0.026
H 1.771 3.521 1.700
H -4.149 2.723 0.375
H 3.511 3.176 2.017
C -3.593 -0.459 -0.621
C 3.404 2.425 -0.397
H -1.127 -3.008 5.297
H 0.649 -2.938 1.353
O -3.271 -2.575 -2.135
C -0.962 -2.503 4.338
H 2.720 -1.158 -2.753
H -0.440 -2.626 -2.976
H 2.972 1.064 -4.587
N 2.395 0.618 -1.621
C 4.094 1.686 -2.803
H 1.400 -0.148 -3.271
C -0.979 -1.522 -1.288
H 5.185 1.654 -2.852
S -0.375 -0.596 0.181
O 1.072 -0.826 0.174
H 1.859 0.291 -0.818
*
```

=====

No. 4
DFT (ωB97M-V/def2-TZVPD) results for a molecular structure, C20H26AuN4O3S2 at a distorted geometry.

Computed properties:
Highest occupied orbital energy (alpha / beta) ... -10.840 / -11.898 eV
LUMO (alpha / beta) ... -2.7 / -5.5 eV
ΔE to the lowest compared entry with this formula, charge and spin ... 0.000 eV
Gap between HOMO and LUMO (alpha / beta) ... 8.1345 / 6.3979 eV

```
! wB97M-V def2-TZVPD RIJCOSX def2/J DEFGRID3
* xyz 1 3
C -0.370 -1.428 3.569
H 1.633 3.785 4.551
C 1.300 -4.331 0.085
H 4.092 2.417 1.348
H 3.908 3.181 3.581
H -2.148 -2.327 4.352
H 1.048 2.552 -4.129
C 0.609 3.276 2.811
H -0.342 3.383 3.309
H -0.660 -3.482 0.329
C 3.003 3.115 2.993
H 1.923 -4.604 -0.795
C 1.990 2.495 0.912
H -0.867 4.490 -3.148
S -0.726 2.576 0.616
C 0.688 2.737 1.472
N 0.567 3.067 -3.437
Au -0.373 1.446 -1.630
C -1.694 -1.459 1.112
H 1.187 -2.403 -1.638
O -3.724 -1.259 -0.073
C 1.111 -5.539 1.003
H -2.927 1.550 -2.541
N -2.172 2.225 -2.518
H -2.585 2.972 -1.978
H 1.263 -0.562 2.519
O 1.476 0.925 -0.706
H -2.769 3.397 -4.243
C -1.674 -1.960 3.456
N -1.981 -1.760 -1.363
H -2.599 -1.451 -2.109
H 1.808 -3.550 0.619
C -2.295 -2.019 2.219
C 0.268 -0.965 2.429
H 2.104 -5.829 1.429
H 0.195 -0.631 0.360
H -1.779 1.990 -4.578
C -0.039 -3.771 -0.477
H 0.776 -6.435 0.412
H 0.429 -5.257 1.794
C 1.763 3.452 3.514
H -3.337 -2.364 2.104
H 1.148 3.774 -2.982
C -2.537 -1.470 -0.106
H -0.525 -4.539 -1.067
C 3.125 2.699 1.692
C -0.683 3.716 -3.895
O 2.852 2.594 -1.287
C -1.941 2.798 -3.873
C -0.683 -1.783 -1.858
S -0.332 -0.664 -3.063
H -0.583 4.188 -4.883
C -0.370 -0.990 1.181
N 0.211 -2.607 -1.414
H 0.101 -1.392 4.520
C 2.136 2.029 -0.500
*
```

=====

No. 5
DFT (ωB97M-V/def2-TZVPD) results for a molecular structure, C20H26BrCoN7OS2Se at a distorted geometry.

Computed properties:
Highest occupied orbital energy (alpha / beta) ... -7.204 / -7.153 eV
LUMO (alpha / beta) ... -1.0 / -1.2 eV
ΔE to the lowest compared entry with this formula, charge and spin ... 0.000 eV
Gap between HOMO and LUMO (alpha / beta) ... 6.1718 / 5.9856 eV

```
! wB97M-V def2-TZVPD RIJCOSX def2/J DEFGRID3
* xyz 0 4
S 0.116 0.844 4.498
C -1.108 -0.213 5.314
H -5.272 3.175 1.303
H -2.593 0.315 2.086
N -0.817 -1.705 -0.792
C 2.479 0.076 -3.823
C -3.444 0.308 1.375
H -0.582 -0.950 5.898
C 2.828 1.815 -2.202
H 1.298 -1.582 -3.041
H 3.137 2.822 -1.925
N 1.820 -0.297 -1.534
C 4.058 -3.684 -0.860
Co 0.831 -1.194 0.214
H 4.104 -5.788 -1.370
H -4.339 -0.214 1.811
C 1.886 -0.688 -2.832
O -1.683 2.034 0.404
S -0.008 -1.350 2.369
H -5.106 4.322 -0.181
H -4.482 4.166 -1.845
C 2.224 1.269 0.145
C 0.517 0.165 2.921
H 6.138 -4.036 -0.962
H -5.090 2.726 -0.971
C 2.353 0.936 -1.232
C 3.246 -2.717 -0.314
C -4.904 2.272 1.790
C -2.120 4.394 -0.741
C -1.614 -1.630 -1.657
H 5.598 -2.346 -1.500
H -2.318 4.959 -1.706
H -1.209 3.801 -0.829
H 3.536 -1.663 -0.322
C 2.888 1.362 -3.509
H -2.032 5.148 0.072
N 2.004 -2.940 0.132
H -5.693 1.517 1.972
H -1.705 -0.680 4.569
H 2.532 2.210 0.626
H -3.115 -0.225 0.471
H -1.669 0.463 5.993
C 5.398 -3.427 -1.499
C -4.540 3.691 -0.865
N 1.617 0.377 0.948
H 3.166 2.044 -4.301
N -3.191 3.458 -0.428
C 2.321 -5.243 -0.268
Se -2.849 -1.533 -2.898
C -2.866 2.368 0.346
H 5.419 -3.733 -2.561
N 1.395 0.883 2.235
H 2.693 -0.267 -4.879
H -4.483 2.488 2.782
C 3.535 -5.000 -0.877
C 1.577 -4.203 0.276
H 1.948 -6.240 -0.131
Br -0.010 -4.544 1.262
N -3.819 1.681 1.043
*
```

=====

No. 6
DFT (ωB97M-V/def2-TZVPD) results for a molecular structure, C20H26BrN2O8PS at a distorted geometry.

Computed properties:
Highest occupied orbital energy ... -8.846 eV
LUMO ... -1.4 eV
Gap between HOMO and LUMO ... 7.4386 eV

```
! wB97M-V def2-TZVPD RIJCOSX def2/J DEFGRID3
* xyz 0 1
O 2.171 6.470 -1.675
H 1.190 4.644 -1.700
C -0.545 -0.285 2.070
C 0.045 -6.015 -4.770
H -2.986 -3.719 2.557
H -1.261 -7.683 -4.270
C 1.909 7.643 -2.311
H 0.472 3.203 4.386
H 1.759 2.023 3.980
H 2.200 0.467 1.759
Br -0.307 3.412 0.549
O 2.356 8.700 -1.970
H -0.439 6.108 -2.612
S -1.160 -1.944 -2.580
H -1.472 -5.541 -6.261
C -1.400 -1.495 2.349
H 1.641 7.406 -4.413
C 0.465 6.017 -3.219
O -2.664 -5.899 -2.538
C -0.167 0.029 0.697
H 3.352 3.074 5.357
H 2.712 3.846 7.510
C -1.823 -2.309 1.236
C -1.487 -2.016 -0.194
O 1.269 2.414 7.103
H 0.787 -5.433 -4.216
O 2.063 1.435 1.662
H -3.606 -3.602 0.856
H -0.736 -4.438 0.663
N -0.387 -0.679 -1.805
C 0.899 1.814 5.943
C -0.812 -6.806 -3.798
C -1.700 -4.835 1.108
H 1.149 4.467 6.941
O -1.936 -4.822 -4.384
H 0.577 -6.634 -5.493
C -1.902 -5.819 -3.460
C 2.373 3.561 5.382
H -2.354 -5.203 -0.713
H -0.191 0.325 2.939
H -0.255 -7.093 -2.909
C 1.572 5.386 -2.400
C 1.025 7.398 -3.511
C -0.626 -0.794 -0.459
C 1.892 3.675 6.814
N -1.864 -2.742 -1.293
O 0.282 0.785 5.890
H 2.466 4.525 4.881
H 2.338 4.920 -3.026
H -0.512 -4.145 -5.730
C -2.679 -3.610 1.484
H 0.213 5.446 -4.113
P 0.949 1.514 0.360
C -0.965 -5.083 -5.408
C 1.333 2.646 4.763
H -1.421 -5.353 2.060
H 0.238 8.147 -3.577
H -1.717 -1.820 3.368
O -2.322 -5.676 0.143
*
```

=====

No. 7
DFT (ωB97M-V/def2-TZVPD) results for a molecular structure, C20H26Cl4F20HfNO14P3S2 at a distorted geometry.

Computed properties:
Highest occupied orbital energy (alpha / beta) ... -6.222 / -7.641 eV
LUMO (alpha / beta) ... -0.2 / -0.3 eV
Gap between HOMO and LUMO (alpha / beta) ... 5.9778 / 7.3827 eV

```
! wB97M-V def2-TZVPD RIJCOSX def2/J DEFGRID3
* xyz -1 2
C 0.027 -4.085 4.554
H -5.224 2.148 -0.482
H 2.806 -6.228 6.158
C 4.062 1.177 4.444
F 0.222 2.515 -2.686
F -0.100 1.978 -4.891
O 0.694 -0.357 3.667
H -0.352 -3.266 1.564
F -0.918 -0.709 -4.007
H -2.108 -1.807 0.811
C 4.670 0.875 3.165
O -0.074 -2.726 -0.095
H 6.121 1.261 2.097
C 1.396 -4.359 2.418
C -3.067 -1.310 0.959
O 1.529 -4.365 1.198
F -1.719 1.630 -3.318
H 0.285 -0.870 2.967
C 4.133 0.104 2.213
C -4.569 2.517 -2.794
C 0.987 -4.839 5.440
O 5.851 1.476 2.993
O 0.727 -5.151 6.569
C -4.147 1.990 -0.543
F -2.796 0.009 -4.991
H 2.407 2.601 -2.904
F -3.512 -4.050 -3.005
F -2.657 -1.790 -6.546
H 2.070 0.813 5.373
H 3.337 1.501 -0.867
C 3.991 2.105 -1.496
O 4.592 1.766 5.398
Cl 4.275 3.952 -3.606
O -3.236 -0.322 -0.052
H -4.045 2.454 -3.748
P -1.656 -1.152 -5.411
O 2.329 -1.357 1.602
F -2.985 -2.560 -1.598
S 0.197 -1.704 -1.121
H 3.254 -5.357 2.819
F 0.135 4.206 -4.237
O -0.689 -3.229 2.462
C 2.014 0.066 3.490
C -3.856 0.880 0.484
H 4.530 1.324 -2.031
P -3.379 -4.190 -1.361
C 1.437 6.347 0.238
O -0.498 0.000 1.243
S -0.067 0.294 -0.084
H 4.664 0.099 1.273
F -4.867 -3.733 -0.924
O 1.332 0.721 -0.298
O -3.915 1.585 -1.866
H -0.907 -3.794 5.012
Cl 0.849 3.713 0.693
H -3.589 2.895 -0.305
F -0.518 -2.447 -2.411
Cl 2.214 7.747 0.955
C 1.995 5.103 1.006
C 2.219 -5.180 4.676
H 2.658 3.802 -1.766
H 1.830 6.271 -0.777
H -4.552 3.565 -2.497
H -3.219 1.292 1.267
C 2.629 0.793 4.450
N -0.893 -0.580 -1.378
F -0.955 1.626 -0.392
H -5.588 2.203 -3.018
H -2.950 -1.063 2.014
C 3.221 3.096 -2.375
F -2.105 3.148 -4.882
F -2.981 -4.213 0.205
Hf -2.803 -0.485 -2.476
O 3.185 -5.903 5.338
F -2.505 -1.917 -4.228
H -4.744 0.473 0.968
H 3.067 5.013 0.830
F -3.795 -5.777 -1.437
Cl 5.154 2.928 -0.451
F -0.779 -0.141 -6.361
F -1.810 -4.477 -1.619
O 1.549 -1.506 -1.580
H 1.844 5.346 2.058
C 2.397 -4.952 3.337
P -0.878 2.897 -3.819
H 0.368 6.532 0.334
H -3.909 -1.994 0.857
F -1.720 3.861 -2.827
F -0.589 -2.371 -5.586
C 2.754 -0.501 2.335
C 0.222 -3.880 3.218
*
```

=====

No. 8
DFT (ωB97M-V/def2-TZVPD) results for a molecular structure, C20H26ClMoN at a distorted geometry.

Computed properties:
Highest occupied orbital energy (alpha / beta) ... -14.776 / -14.775 eV
LUMO (alpha / beta) ... -8.6 / -8.3 eV
ΔE to the lowest compared entry with this formula, charge and spin ... 0.000 eV
Gap between HOMO and LUMO (alpha / beta) ... 6.1278 / 6.4546 eV

```
! wB97M-V def2-TZVPD RIJCOSX def2/J DEFGRID3
* xyz 2 3
C -2.559 -3.022 -0.014
C -1.669 0.872 1.878
H 4.993 2.508 -3.425
H 3.694 6.024 -2.978
H 5.782 5.038 -1.797
H 1.570 1.391 2.464
C 3.963 4.021 -2.278
H 5.054 4.131 -4.115
C -4.906 -3.121 0.520
C 0.553 1.041 2.408
C -3.804 -3.669 -0.068
H -0.478 -2.993 -1.418
H 4.778 4.680 -0.390
C 5.124 4.294 -1.345
H 1.652 -2.727 2.344
C 0.229 -3.141 0.684
C 1.373 -2.591 1.312
H 5.703 3.392 -1.164
H -6.201 -4.771 -0.039
C 4.419 3.416 -3.589
H 3.015 -1.305 0.520
H -3.889 -4.631 -0.564
H 2.246 5.025 -3.119
C -1.367 -0.169 2.786
H -3.627 -0.474 1.788
H -2.641 1.067 1.456
H -0.502 -3.785 1.143
H -2.063 -0.889 3.181
C 1.396 -1.923 -0.875
Mo -0.071 -0.674 0.725
N -2.268 -1.782 0.611
C -6.243 -3.804 0.507
H -0.395 2.488 1.016
C 0.005 -0.059 3.117
H 3.573 3.179 -4.229
H -6.565 -4.007 1.550
H -5.576 -1.470 1.658
C -3.471 -1.308 1.192
H 2.741 5.642 -1.542
C 0.247 -2.728 -0.668
C 3.103 5.248 -2.489
C 2.091 -1.832 0.351
H 1.684 -1.467 -1.805
Cl 2.887 2.745 -1.442
C -4.729 -1.930 1.156
H 0.542 -0.701 3.796
H -6.994 -3.152 0.015
C -0.486 1.621 1.647
H -1.913 -3.695 -0.470
*
```

=====

So what do the calculations give for E? Going down the list: -1050.8453; -1599.6157; -2004.2973; -2154.2939; -8390.8212; -4802.6959; -7592.9154; -1360.1719 a.u..